[1]
Computed, not measured: a molecular structure, C44H34F12N2O5P2RuS3Si in a non-equilibrium geometry, with ωB97M-V with the def2-TZVPD basis set.

As for the spin multiplicity: 6. Its charge is -1. The gap between HOMO and LUMO (spin up / spin down) comes out at 6.4 / 5.7 eV. The lowest unoccupied orbital energy (spin up / spin down) comes out at 0.0792 / 0.0182 Eh. The expectation value of S² is 8.767. The relative energy (zero: lowest compared OMol25 entry of this formula, charge and spin) is 0.00 kcal per mole. The highest occupied orbital energy (spin up / spin down) comes out at -4.234 / -5.181 eV.

The geometry in XYZ format:
```
104
Properties=species:S:1:pos:R:3:lowdin_spin:R:1
Ru -0.21453 -0.42621 -0.01909 3.599
C -0.26560 -1.40718 3.90323 0.044
Si -0.15880 -0.06455 2.49725 0.215
C -1.46053 1.25601 3.04427 0.034
C -1.87671 1.41617 4.36095 0.007
C -2.84317 2.34579 4.70356 0.004
C -3.42808 3.13272 3.72586 0.003
C -3.04081 2.98206 2.40652 0.006
C -2.06551 2.04865 2.06944 0.015
P -1.57997 1.79584 0.32944 0.173
C -1.87842 3.49018 -0.30381 0.043
C -0.88754 4.43531 -0.04699 0.011
C -1.04063 5.73966 -0.47416 -0.001
C -2.18192 6.11188 -1.16918 0.008
C -3.16279 5.17188 -1.44089 0.001
C -3.01417 3.86460 -1.01710 0.013
C -3.01378 0.90275 -0.35335 0.015
C -2.94743 0.54816 -1.70116 0.011
C -4.02962 -0.05954 -2.30976 0.002
C -5.17230 -0.33006 -1.57478 0.006
C -5.22141 -0.01984 -0.22645 0.004
C -4.14358 0.58703 0.39249 0.005
C 1.54995 0.68759 3.04148 0.030
C 1.75270 1.24044 4.29811 0.005
C 3.02240 1.55246 4.74979 0.004
C 4.12328 1.31544 3.94385 0.000
C 3.94539 0.79816 2.67437 0.005
C 2.66328 0.49699 2.22612 0.008
P 2.35595 -0.10642 0.53772 0.156
C 2.48712 1.39052 -0.46558 0.011
C 1.97530 1.11196 -1.84432 0.007
C 1.88046 2.30647 -2.81073 0.006
C 2.35844 3.60198 -2.27907 0.008
C 2.71882 3.75257 -0.99053 0.002
C 2.74214 2.65760 -0.06127 0.010
C 3.90709 -0.97299 0.15766 0.034
C 4.12027 -2.21163 0.76176 0.011
C 5.28070 -2.91684 0.51116 -0.001
C 6.23951 -2.39609 -0.34714 0.009
C 6.02628 -1.16912 -0.95526 0.001
C 4.86940 -0.45624 -0.70575 0.013
H 0.01656 -0.98836 4.86531 0.006
H 0.40612 -2.23189 3.69392 0.000
H -1.26876 -1.80830 3.97965 0.000
H -1.43899 0.80266 5.13215 0.001
H -3.14265 2.45589 5.73642 0.000
H -4.18927 3.85396 3.98824 0.000
H -3.50450 3.58182 1.63603 0.000
H -0.00009 4.12867 0.49236 0.002
H -0.27419 6.47366 -0.26758 0.000
H -2.30778 7.13370 -1.49969 0.001
H -4.05125 5.46041 -1.98564 0.000
H -3.77891 3.13295 -1.23437 0.001
H -2.05537 0.77994 -2.27254 0.002
H -3.97283 -0.34590 -3.34846 0.000
H -6.01637 -0.80528 -2.05154 0.000
H -6.10647 -0.24976 0.35102 0.000
H -4.17426 0.80828 1.44916 0.000
H 0.90128 1.42370 4.93236 0.001
H 3.15791 1.97268 5.73672 0.000
H 5.11698 1.54106 4.30402 0.000
H 4.79678 0.62415 2.03147 0.000
H 2.39884 0.19672 -2.26500 0.000
H 2.21161 2.11296 -3.83379 0.000
H 2.35131 4.43954 -2.96137 0.001
H 3.03422 4.72080 -0.62609 0.000
H 3.02388 2.85831 0.96425 0.001
H 3.36440 -2.61025 1.42566 0.001
H 5.43979 -3.88042 0.97494 0.000
H 7.15054 -2.94448 -0.54171 0.001
H 6.76380 -0.76303 -1.63266 0.000
H 4.70529 0.50080 -1.17996 0.001
C -3.49703 -3.58750 1.24219 0.008
C -2.26631 -2.92636 0.58731 0.014
O -2.10877 -1.63772 0.90521 0.171
C -1.00031 -3.73571 1.00650 0.003
F -0.96995 -3.91520 2.34411 0.000
F 0.12521 -3.05942 0.71014 0.029
F -0.88845 -4.96703 0.50281 0.001
C -2.41236 -3.05817 -0.95961 0.001
F -3.65167 -2.71917 -1.35215 0.000
F -1.56860 -2.19863 -1.56599 0.018
F -2.22102 -4.28124 -1.46071 0.001
H -3.39421 -3.51568 2.32109 0.000
H -3.56952 -4.63065 0.94439 0.002
H -4.38508 -3.04189 0.93226 0.000
S -0.89029 2.87247 -3.33469 0.014
C 0.37251 2.06852 -2.63504 0.012
N 0.50228 1.05753 -1.81003 0.106
F 3.43632 -3.91212 -2.53068 0.000
C 2.86615 -2.88969 -3.16427 0.003
F 3.11347 -2.98312 -4.46280 0.001
F 3.53328 -1.78596 -2.76669 0.000
S 1.04417 -2.61952 -2.65702 0.007
O 1.21690 -1.80291 -1.47600 0.052
O 0.45403 -1.99160 -3.79295 0.000
N 0.44151 -4.00794 -2.27108 0.000
S 0.35566 -5.01220 -3.49186 0.000
O 1.54143 -4.94570 -4.29395 0.000
O -0.10490 -6.30198 -3.09548 0.000
C -0.99077 -4.35967 -4.66136 0.000
F -0.48603 -3.67711 -5.68306 0.000
F -1.91025 -3.60651 -4.06490 0.000
F -1.63622 -5.40728 -5.19765 0.000
```

=====

[2]
Computed, not measured: a molecular structure, C44H34IN4OPS2Ti, with ωB97M-V with the def2-TZVPD basis set.

As for the spin multiplicity: 3. The gap between HOMO and LUMO (spin up / spin down) comes out at 5.6 / 7.7 eV. The lowest unoccupied orbital energy (spin up / spin down) comes out at -0.0103 / -0.0103 Eh. The expectation value of S² is 2.026. The relative energy (zero: lowest compared OMol25 entry of this formula, charge and spin) is 53.20 kcal per mole. The highest occupied orbital energy (spin up / spin down) comes out at -5.831 / -7.975 eV.

The geometry in XYZ format:
```
88
Properties=species:S:1:pos:R:3:lowdin_spin:R:1
Ti -0.16711 -0.00404 0.35831 0.975
C -0.09923 2.75250 3.79138 0.005
C -0.41356 1.58097 2.91331 0.038
N 0.18286 1.42672 1.78067 -0.007
N 1.13341 2.36825 1.36813 0.016
C 1.00662 2.66186 0.10804 0.003
S -0.26487 2.13281 -0.94843 0.003
S 2.38998 3.57698 -0.50887 -0.001
C 1.61144 4.61085 -1.78505 -0.001
C 0.82146 5.75376 -1.20980 0.000
C 1.47195 6.88025 -0.71115 0.000
C 0.74996 7.92645 -0.15867 0.000
C -0.63648 7.85840 -0.09444 0.000
C -1.29237 6.74156 -0.59008 0.000
C -0.56724 5.69492 -1.14616 0.000
C -1.44297 0.60979 3.28586 0.006
C -1.76751 0.41800 4.63677 0.004
C -2.74592 -0.46878 5.02374 0.000
C -3.45717 -1.17062 4.04925 0.004
C -3.18271 -0.99075 2.71219 0.000
C -2.16693 -0.11535 2.30427 0.006
O -1.94898 0.04506 1.00396 0.000
H 0.09817 3.62839 3.17719 0.001
H 0.80961 2.55283 4.36510 0.002
H -0.91474 2.95818 4.47824 0.001
H 1.00176 3.97395 -2.42438 0.000
H 2.45170 4.97250 -2.37949 0.000
H 2.55472 6.93225 -0.75108 0.000
H 1.26862 8.79743 0.22256 0.000
H -1.20140 8.67473 0.33809 0.000
H -2.37286 6.68132 -0.54617 0.000
H -1.08082 4.82170 -1.52910 0.000
H -1.21846 0.96478 5.39393 0.000
H -2.96482 -0.61521 6.07332 0.000
H -4.23547 -1.86375 4.34364 0.000
H -3.72987 -1.52341 1.94461 0.000
I 3.00419 -0.09714 1.00634 0.004
C 3.71464 -2.00063 0.47614 0.001
C 4.35772 -2.63784 1.50024 0.002
C 5.07120 -3.82977 1.29655 0.000
C 5.17488 -4.32777 0.03508 0.000
C 4.51734 -3.69635 -1.04791 0.000
C 4.69473 -4.23443 -2.34264 0.000
C 4.08006 -3.67693 -3.42107 0.000
C 3.19262 -2.60975 -3.21376 0.000
C 2.96697 -2.05061 -1.97427 0.000
P 1.46993 -0.95550 -1.96252 0.005
C 1.80341 0.26029 -3.26785 0.001
C 0.73764 0.89923 -3.90328 0.000
C 0.97101 1.92083 -4.81198 0.000
C 2.26783 2.33886 -5.07293 0.000
C 3.33115 1.73004 -4.42257 0.000
C 3.10261 0.69411 -3.52799 0.000
C 0.29196 -2.20097 -2.56872 0.001
C 0.04083 -3.16763 -1.45406 0.010
C -1.05175 -4.24684 -1.61390 0.023
C -1.89650 -4.05870 -2.83196 0.005
C -1.61397 -3.14564 -3.76143 0.003
C -0.50602 -2.18987 -3.63900 0.005
C 3.70023 -2.53911 -0.84465 0.000
H 4.34451 -2.19853 2.48968 0.000
H 5.55990 -4.31019 2.13386 0.000
H 5.76011 -5.21551 -0.17048 0.000
H 5.33783 -5.10010 -2.45063 0.000
H 4.22266 -4.07441 -4.41753 0.000
H 2.62810 -2.24397 -4.06255 0.000
H -0.27979 0.61890 -3.67248 0.000
H 0.13367 2.40132 -5.30346 0.000
H 2.44816 3.14157 -5.77751 0.000
H 4.34560 2.06007 -4.60947 0.000
H 3.94138 0.22883 -3.02706 0.000
H 0.96705 -3.57140 -1.04242 0.001
H -0.69122 -5.27473 -1.56065 0.003
H -2.74645 -4.71935 -2.96345 0.000
H -2.24098 -3.07129 -4.64213 0.000
H -0.38994 -1.44742 -4.41594 0.000
N -4.23240 -3.40265 -0.21101 0.012
C -3.09504 -3.57547 -0.21172 0.009
C -1.65135 -3.79501 -0.21258 0.040
C -1.21517 -4.63590 0.94871 0.288
C -0.31408 -4.14629 1.85776 0.058
C 0.22758 -2.85403 1.78967 0.282
N -0.02935 -1.98762 0.78636 0.144
C -0.77959 -2.49780 -0.33106 0.014
H -1.65991 -5.61657 1.05802 0.015
H -0.02654 -4.76267 2.70035 -0.004
H 0.87758 -2.49021 2.57585 0.017
H -1.39800 -1.70229 -0.78737 0.003
```

=====

[3]
Computed, not measured: a molecular structure, C44H35BiClIN10O6S2 in a non-equilibrium geometry, with ωB97M-V with the def2-TZVPD basis set.

Its charge is -2. The gap between HOMO and LUMO comes out at 5.8 eV. The lowest unoccupied orbital energy comes out at 0.1337 Eh. The relative energy (zero: lowest compared OMol25 entry of this formula, charge and spin) is 6.27 kcal per mole. The highest occupied orbital energy comes out at -2.172 eV.

The geometry in XYZ format:
```
100
Properties=species:S:1:pos:R:3:mulliken_charge:R:1
Bi 2.24941 -0.18078 -1.41695 0.853
C 4.80588 -3.71182 -0.25881 -1.215
C 4.23486 -2.89616 0.85458 0.055
N 4.33852 -3.31849 2.06123 -0.797
C 3.88448 -2.50226 3.09559 -1.046
C 3.56685 -1.20153 2.94409 1.248
C 3.14073 -0.38494 4.13213 -1.176
O 1.73828 -0.10752 4.12657 -0.595
C 3.53640 -0.62171 1.61585 0.025
C 3.32350 0.70436 1.40400 -0.910
N 3.15078 1.24826 0.16766 0.393
C 3.16455 2.59934 -0.07284 0.719
C 2.77863 3.59043 0.84872 -0.219
C 2.71094 4.92544 0.49384 -0.739
C 3.03115 5.33736 -0.79103 -0.635
C 3.49819 4.39627 -1.70031 -0.441
C 3.59180 3.07039 -1.33286 -0.477
I 4.58981 1.71907 -2.62243 0.027
C 3.52972 -1.61824 0.45481 2.028
O 4.06667 -1.11282 -0.75079 -0.782
H 5.11103 -4.68970 0.10833 0.421
H 5.66325 -3.17722 -0.67187 0.238
H 4.08156 -3.80893 -1.06958 0.179
H 3.87884 -2.98013 4.07032 0.345
H 3.70215 0.55823 4.17392 0.213
H 3.33765 -0.93349 5.05535 0.447
H 1.49165 0.07933 3.21171 0.523
H 3.34522 1.39502 2.24889 0.318
H 2.49538 3.29375 1.85245 0.231
H 2.37194 5.65013 1.22489 0.340
H 2.94545 6.37804 -1.07531 0.358
H 3.80100 4.70100 -2.69310 0.404
O 0.16549 -5.40371 -4.68506 -0.623
C -0.84875 -4.67471 -5.07905 0.441
O -1.65313 -5.08287 -5.89452 -0.668
C -0.99658 -3.33340 -4.44386 -0.282
C -2.14367 -2.57246 -4.47890 0.188
Cl -3.57738 -2.97826 -5.30471 -0.220
N -1.93684 -1.44555 -3.73881 0.328
N -0.67580 -1.45310 -3.23990 0.091
C -0.09946 -2.56116 -3.64922 0.413
C 1.33662 -2.92875 -3.30270 0.359
O 1.57527 -4.16489 -3.28150 -0.808
O 2.18525 -2.03674 -3.12471 -0.786
C -2.83888 -0.42395 -3.31851 0.324
C -2.32226 0.65834 -2.61023 0.465
C -3.17377 1.60946 -2.07300 -0.224
C -4.54655 1.50509 -2.23453 -1.019
C -5.05785 0.45497 -2.97669 -0.781
C -4.21775 -0.50894 -3.51363 -0.692
H 0.76617 -4.89557 -4.00440 0.458
H -1.25593 0.73137 -2.46709 0.402
H -2.75084 2.43525 -1.52046 0.422
H -5.20722 2.24231 -1.79467 0.442
H -6.12607 0.36963 -3.13490 0.363
H -4.65324 -1.31960 -4.06595 0.295
S 1.09295 1.39099 -4.61053 -0.329
C 0.37688 2.58784 -3.70596 -0.055
N 0.35872 2.75965 -2.40813 0.237
C -0.37762 3.84235 -2.00258 -1.015
C -0.61475 4.20875 -0.67922 0.243
C -1.40216 5.31198 -0.39699 -0.956
C -1.96366 6.07044 -1.41895 -0.611
C -1.74846 5.72075 -2.74620 -0.519
C -0.97425 4.60770 -3.03071 1.107
S -0.59245 3.90392 -4.56662 -0.401
H -0.17476 3.61569 0.10337 0.458
H -1.58373 5.58007 0.63804 0.371
H -2.57887 6.92925 -1.17700 0.354
H -2.18892 6.30559 -3.54459 0.391
C 2.03584 -1.84498 0.13877 -1.027
H 1.88681 -2.78017 -0.40943 0.639
H 1.38097 -1.79738 1.00239 -0.161
C -2.05195 -2.09654 0.11750 -1.444
C -1.61121 -0.84329 0.79022 0.160
N -0.46218 -0.25087 0.62285 1.053
C -0.46027 0.84350 1.44766 -0.243
C -1.64141 0.92825 2.11571 -1.636
N -2.38145 -0.15696 1.69423 0.521
C -3.64740 -0.55420 2.22094 -0.995
N -3.52653 -0.98279 3.60060 0.706
N -4.43023 -0.56877 4.51200 -0.855
N -4.14445 -1.05476 5.65735 -0.573
C -3.00594 -1.81187 5.54160 0.094
C -2.27972 -2.52882 6.49558 -0.792
C -1.14012 -3.16951 6.06863 -0.583
C -0.72192 -3.11648 4.72777 -0.806
C -1.43040 -2.42640 3.77065 0.102
C -2.58603 -1.77107 4.19996 1.336
H -1.23102 -2.44387 -0.50551 -0.130
H -2.92343 -1.90875 -0.51276 0.396
H -2.30788 -2.87601 0.83943 0.521
H 0.39886 1.49247 1.49598 0.584
H -2.01417 1.63115 2.84066 0.531
H -4.04248 -1.36123 1.60267 0.387
H -4.35745 0.27321 2.22293 0.411
H -2.61050 -2.55802 7.52475 0.411
H -0.53733 -3.71775 6.78098 0.355
H 0.18903 -3.62335 4.43936 0.456
H -1.07809 -2.38320 2.75058 0.081
```